Entry 1:
{"formula": "C7H18F2N4O8S3", "method": "the ωB97M-V functional and the def2-TZVPD basis", "lumo_ev": -0.98, "energy_ev": -67828.0924, "elements": ["C", "C", "O", "N", "C", "N", "N", "C", "C", "C", "C", "S", "O", "O", "O", "H", "H", "H", "H", "H", "H", "H", "H", "H", "H", "H", "H", "H", "H", "H", "H", "H", "H", "N", "S", "O", "O", "F", "S", "O", "O", "F"], "xyz": [[-0.472, -3.389, 2.049], [-0.313, -3.011, 0.591], [-0.324, -1.594, 0.357], [0.932, -1.057, 0.340], [1.120, 0.207, 0.520], [2.391, 0.614, 0.397], [0.110, 1.117, 0.778], [-0.610, 0.900, 2.062], [-2.107, 1.132, 1.979], [-2.794, 0.375, 0.842], [-4.225, -0.056, 1.170], [-4.812, -1.150, -0.143], [-6.197, -1.050, -0.309], [-4.265, -2.439, 0.102], [-4.125, -0.601, -1.476], [-0.731, -4.444, 2.076], [0.460, -3.311, 2.601], [-1.257, -2.837, 2.552], [-1.166, -3.401, 0.050], [0.575, -3.501, 0.196], [1.737, -1.650, 0.149], [2.482, 1.532, 0.820], [2.532, 0.758, -0.636], [-0.513, 1.224, -0.016], [-0.355, -0.068, 2.487], [-0.215, 1.629, 2.766], [-2.339, 2.190, 1.961], [-2.527, 0.760, 2.913], [-2.853, 1.047, -0.011], [-2.240, -0.497, 0.506], [-4.317, -0.598, 2.103], [-4.861, 0.825, 1.155], [-3.209, -0.924, -1.506], [4.762, 2.696, -2.448], [5.912, 3.178, -3.444], [5.456, 3.734, -4.671], [7.080, 2.366, -3.472], [6.378, 4.453, -2.623], [3.986, 1.445, -2.953], [2.763, 1.241, -2.206], [4.733, 0.273, -3.253], [3.415, 1.886, -4.358]], "mulliken_charge": [-1.21, -0.33, -0.01, -0.28, 0.18, -0.52, -0.27, -0.53, -0.88, 0.17, -0.89, 1.17, -0.60, -0.59, -0.48, 0.43, 0.34, 0.28, 0.32, 0.47, 0.31, 0.31, 0.46, 0.29, 0.29, 0.37, 0.40, 0.39, 0.45, -0.23, 0.50, 0.38, 0.36, -0.32, 1.10, -0.57, -0.57, -0.25, 1.08, -0.69, -0.59, -0.26]}

---

Entry 2:
{"formula": "C31H42BrN3P2Zn", "method": "the ωB97M-V functional and the def2-TZVPD basis", "e_above_lowest_kcal_mol": 112.56, "total_charge": 2, "lumo_ev": [-8.49, -8.92], "energy_ev": -174313.8722, "elements": ["C", "C", "C", "C", "N", "C", "C", "C", "C", "C", "C", "C", "C", "C", "Zn", "P", "H", "H", "H", "H", "H", "H", "H", "H", "C", "C", "H", "H", "H", "H", "H", "C", "C", "H", "H", "H", "H", "H", "C", "C", "H", "H", "H", "H", "H", "Br", "P", "C", "C", "H", "H", "H", "H", "H", "C", "C", "H", "H", "H", "H", "H", "C", "C", "H", "H", "H", "H", "H", "N", "C", "C", "C", "C", "N", "C", "C", "H", "H", "H", "H"], "xyz": [[-1.828, -6.896, 2.212], [-2.004, -6.189, 0.984], [-2.453, -7.025, -0.068], [-2.800, -8.366, 0.160], [-2.670, -8.905, 1.336], [-2.201, -8.236, 2.351], [-1.635, -4.714, 0.837], [-1.037, -3.627, 1.021], [0.227, -2.845, 1.088], [0.629, -1.799, 1.932], [1.860, -1.154, 1.705], [2.818, -1.703, 0.864], [2.441, -2.768, 0.037], [1.161, -3.322, 0.147], [-0.313, -0.159, -0.808], [-1.178, 2.277, 0.237], [-2.530, -6.731, -1.098], [-1.377, -6.482, 3.101], [-3.183, -9.016, -0.616], [-2.120, -8.787, 3.281], [0.986, -4.228, -0.437], [-0.028, -1.730, 2.796], [3.272, -3.068, -0.590], [2.148, -0.331, 2.328], [-1.064, 4.180, 0.229], [-2.179, 4.967, -0.415], [-0.109, 4.477, -0.228], [-0.972, 4.500, 1.277], [-1.832, 5.992, -0.552], [-2.435, 4.594, -1.403], [-3.097, 5.041, 0.173], [-2.698, 1.627, -0.728], [-3.659, 0.796, 0.095], [-2.329, 0.958, -1.512], [-3.192, 2.421, -1.292], [-4.226, 0.116, -0.544], [-3.154, 0.177, 0.838], [-4.418, 1.372, 0.626], [-1.803, 2.228, 1.980], [-2.929, 3.192, 2.272], [-0.974, 2.440, 2.662], [-2.089, 1.206, 2.228], [-3.340, 2.974, 3.257], [-2.601, 4.230, 2.288], [-3.756, 3.116, 1.571], [4.470, -0.908, 0.441], [0.871, 0.506, -3.691], [-0.394, 1.683, -3.089], [-1.066, 2.661, -4.079], [0.103, 2.216, -2.251], [-1.177, 0.983, -2.705], [-2.025, 2.958, -3.641], [-0.440, 3.561, -4.168], [-1.252, 2.172, -5.046], [2.643, 1.159, -3.565], [3.469, 0.585, -4.771], [3.004, 1.010, -2.518], [2.544, 2.259, -3.677], [4.528, 0.882, -4.684], [3.449, -0.523, -4.868], [3.083, 1.009, -5.719], [0.857, -1.233, -3.223], [0.269, -2.352, -4.098], [0.288, -1.234, -2.232], [1.903, -1.446, -2.968], [0.427, -3.282, -3.560], [-0.811, -2.258, -4.245], [0.788, -2.441, -5.053], [4.865, 5.050, 6.295], [4.323, 4.323, 5.557], [3.656, 3.523, 4.609], [4.371, 2.573, 3.850], [3.614, 1.800, 2.931], [2.335, 2.086, 2.628], [1.705, 3.053, 3.305], [2.315, 3.784, 4.322], [5.436, 2.339, 4.032], [4.138, 0.983, 2.362], [0.671, 3.233, 3.023], [1.718, 4.490, 4.875]], "mulliken_charge": [-0.38, 0.61, -0.34, -0.32, -0.53, -0.32, -0.10, -0.77, 1.03, -1.08, 0.29, 0.11, -0.70, -0.63, -0.03, 0.95, 0.39, 0.37, 0.38, 0.40, 0.54, 0.49, 0.49, 0.25, -0.82, -1.35, 0.69, 0.40, 0.45, 0.23, 0.27, 0.18, -1.61, -0.08, 0.43, 0.44, 0.28, 0.37, -0.32, -1.44, 0.28, 0.48, 0.44, 0.31, 0.29, -0.12, 0.14, 0.30, -1.40, 0.20, -0.20, 0.35, 0.38, 0.42, -0.42, -1.08, 0.37, 0.42, 0.36, 0.32, 0.35, 0.89, -1.46, -0.47, 0.53, 0.42, 0.37, 0.41, -0.38, -0.20, 0.82, -0.70, 0.50, -0.28, -0.04, -0.77, 0.43, -0.19, 0.29, 0.44]}

---

Entry 3:
{"formula": "C4H7NO", "method": "the ωB97M-V functional and the def2-TZVPD basis", "smiles": "CC/N=C\\C=O", "e_above_lowest_kcal_mol": 76.53, "lumo_ev": -0.21, "energy_ev": -7796.3256, "elements": ["C", "N", "C", "C", "C", "O", "H", "H", "H", "H", "H", "H", "H"], "xyz": [[1.640, 0.924, 0.043], [0.308, -0.636, -0.647], [0.164, 0.794, -0.479], [-0.467, -1.274, 0.106], [-1.880, -1.006, 0.348], [-2.555, -1.894, 0.832], [1.932, 1.928, -0.224], [2.413, 0.196, -0.331], [1.563, 0.746, 1.128], [-0.508, 1.339, 0.275], [-0.119, 1.179, -1.452], [-0.225, -2.238, 0.454], [-2.265, -0.057, -0.053]], "mulliken_charge": [-1.08, -0.37, -0.40, -0.09, -0.01, -0.46, 0.35, 0.30, 0.29, 0.29, 0.41, 0.41, 0.36]}